1.
Here is 3 unconnected molecules or ions with the total composition C7H16N2 from OMol25. Energies are from ωB97M-V with the def2-TZVPD basis set.

* SMILES string: [H]/N=C(\C)N.C=CC.C=C
* spin multiplicity: 1
* Kohn-Sham gap (alpha / beta): 8.70 / 8.70 eV

Each line ends with the natural charge from an NBO analysis.
Element x y z (Å)
H -0.435542 4.516539 0.591971  0.330
N -1.000410 3.687742 0.427440  -0.719
C -0.305434 2.672436 0.072682  0.440
C 1.206060 2.623739 -0.022885  -0.684
N -0.921560 1.484965 -0.186940  -0.871
H 1.504590 2.248745 -1.001272  0.229
H 1.639731 3.610747 0.128214  0.216
H 1.609994 1.952991 0.737114  0.216
H -0.660275 0.523858 0.579203  0.394
H -1.929505 1.576099 -0.136430  0.377
C -0.545378 -0.682211 1.597658  -0.601
C -0.223121 -1.826584 0.901749  -0.005
C -1.257799 -2.633187 0.191536  -0.676
H -1.579766 -0.559478 1.899521  0.234
H 0.163168 -0.303041 2.322314  0.225
H 0.721833 -2.318811 1.087697  0.207
H -1.671962 -3.373276 0.878741  0.233
H -2.079749 -1.999842 -0.152925  0.222
H -0.834001 -3.154015 -0.667116  0.230
C 1.014619 -0.835400 -1.112522  -0.407
C 1.168715 -1.869690 -1.937023  -0.400
H 1.817721 -0.532236 -0.454749  0.192
H 0.161440 -0.147793 -1.205646  0.238
H 0.410689 -2.138383 -2.658463  0.191
H 2.025943 -2.523916 -1.879867  0.189

Cartesian forces (eV/Å) of the 3 atoms listed first:
H 0.14 -0.10 -0.23
N 0.00 -0.02 -0.21
C 0.39 0.74 1.11

2.
Here is a single C7H10O2 molecule from OMol25. Energies are from ωB97M-V with the def2-TZVPD basis set.

* spin multiplicity: 1
* Kohn-Sham gap (alpha / beta): 7.61 / 7.61 eV

Each line ends with the natural charge from an NBO analysis.
Element x y z (Å)
C 1.396435 -0.859548 0.275901  0.177
C -0.762782 0.308697 -0.041989  0.328
C 0.349022 -0.910974 -0.560937  0.280
C -1.636295 0.042216 0.915342  -0.239
C 2.706761 -0.215556 0.502615  -0.716
C -1.846905 -1.256224 1.625252  -0.650
C -0.174715 1.762995 -1.914238  -0.254
O -0.178916 -1.551573 -1.468873  -0.622
O -0.497975 1.523369 -0.536199  -0.519
H -2.273271 0.944367 1.161431  0.224
H 3.216830 -0.607314 1.464294  0.227
H 2.546957 0.798166 0.493519  0.252
H 3.375520 -0.520007 -0.361327  0.256
H -2.252670 -1.297857 2.598694  0.224
H -0.939699 -1.965192 1.743434  0.229
H -2.475242 -1.784780 1.006868  0.229
H 0.152474 2.742566 -1.894272  0.191
H -1.224437 1.824110 -2.510865  0.179
H 0.518908 1.022538 -2.498650  0.206

Cartesian forces (eV/Å) of the 3 atoms listed first:
C -0.34 -0.10 0.12
C 2.88 -1.29 0.60
C -1.77 1.03 -0.54

3.
Here is a molecular structure, C28H28ClN5PRuS from OMol25. Energies are from ωB97M-V with the def2-TZVPD basis set.

* spin multiplicity: 1
* net charge: +3
* Kohn-Sham gap (alpha / beta): 6.64 / 6.64 eV

Each line ends with the natural charge from an NBO analysis.
Element x y z (Å)
Ru 0.863608 0.548355 0.284310  0.194
N 1.068876 2.705325 0.077270  -0.760
C -0.104757 3.422561 -0.455587  0.228
C 0.006739 4.692304 -0.973530  -0.234
C -1.144910 5.324053 -1.445098  -0.115
C -2.379915 4.694307 -1.386734  -0.176
C -2.485887 3.411692 -0.865390  -0.127
C -1.340749 2.773170 -0.401824  -0.520
P -1.266937 1.124797 0.242751  1.545
C -2.649753 0.113376 -0.227110  -0.510
C -3.423934 -0.486994 0.774910  -0.168
C -4.513050 -1.270967 0.426861  -0.192
C -4.834668 -1.453886 -0.910912  -0.124
C -4.078369 -0.842919 -1.908243  -0.211
C -2.989845 -0.058293 -1.576358  -0.125
C -0.913462 1.122197 2.005152  -0.506
C -0.789326 2.348213 2.693797  -0.117
C -0.407056 2.359693 4.019098  -0.193
C -0.108791 1.165093 4.677461  -0.108
C -0.226884 -0.048911 4.018989  -0.195
C -0.639847 -0.078163 2.693100  -0.172
H 1.870919 2.974184 -0.490994  0.416
H 1.272051 3.070568 1.010306  0.422
H 0.962957 5.200553 -1.014599  0.248
H -1.069304 6.320599 -1.859333  0.262
H -3.261744 5.202160 -1.752172  0.263
H -3.446318 2.913248 -0.824277  0.249
H -3.210800 -0.306012 1.819641  0.231
H -5.123147 -1.717213 1.200378  0.256
H -5.692097 -2.056133 -1.180623  0.256
H -4.354439 -0.965118 -2.947095  0.251
H -2.425716 0.440212 -2.355063  0.224
H -1.054181 3.276600 2.201942  0.234
H -0.355658 3.298008 4.555548  0.262
H 0.192549 1.186224 5.716753  0.262
H -0.032841 -0.975299 4.542923  0.254
H -0.838089 -1.036380 2.231343  0.198
C 0.052486 -4.626175 -0.468362  -0.683
C 0.056467 -3.461932 -1.382395  0.378
N -0.136937 -3.478087 -2.657692  -0.177
N -0.020596 -2.181055 -3.067781  -0.327
C 0.233079 -1.346032 -2.071359  0.242
S 0.429742 0.335718 -2.032558  0.156
N 0.291189 -2.143382 -0.985352  -0.221
N 0.571973 -1.639253 0.298893  -0.552
H -0.392896 -5.472839 -0.985809  0.300
H -0.528646 -4.430006 0.434106  0.240
H 1.068926 -4.902076 -0.180740  0.263
H -0.137984 -1.960935 -4.047544  0.463
H 1.415533 -2.101284 0.643066  0.428
H -0.195078 -1.942830 0.897390  0.410
Cl 3.104437 -0.433754 2.066091  0.055
C 3.755225 -1.207019 0.634191  -0.045
C 4.550645 -2.323387 0.774011  -0.228
C 5.010488 -2.969128 -0.372715  -0.116
C 4.683968 -2.504613 -1.641764  -0.193
C 3.911902 -1.363042 -1.769373  -0.161
C 3.439357 -0.688716 -0.635551  -0.102
C 2.792242 0.594971 -0.739816  -0.317
H 4.814034 -2.692879 1.756446  0.265
H 5.638119 -3.844130 -0.263326  0.261
H 5.062703 -3.013881 -2.517025  0.261
H 3.692681 -0.947640 -2.745929  0.238
H 2.830601 1.107292 -1.690109  0.250
H 2.931118 1.244859 0.133396  0.212

Cartesian forces (eV/Å) of the 3 atoms listed first:
Ru 0.24 -0.06 -0.71
N -0.15 -0.06 0.12
C 0.00 -0.17 0.11

4.
Here is a single C21H30N2O3 molecule from OMol25. Energies are from ωB97M-V with the def2-TZVPD basis set.

* SMILES string: COc1ccc(CN2C(=O)CC[C@@]2(C)C(=O)NC2CCCCCC2)cc1
* spin multiplicity: 1
* Kohn-Sham gap: 8.85 eV

Each line ends with the natural charge from an NBO analysis.
Element x y z (Å)
C 5.169947 0.515065 -5.755231  -0.251
O 5.187112 -0.063990 -4.474014  -0.494
C 4.013894 -0.524447 -3.952197  0.297
C 4.100824 -1.119612 -2.693577  -0.255
C 2.971477 -1.612101 -2.074148  -0.189
C 1.728804 -1.528758 -2.690444  -0.078
C 0.483155 -2.056625 -2.028227  -0.251
N -0.573043 -1.070550 -1.968053  -0.431
C -1.671663 -1.154931 -2.748817  0.700
O -1.834479 -1.945264 -3.650633  -0.624
C -2.649240 -0.080977 -2.294049  -0.505
C -1.799891 0.842110 -1.428339  -0.386
C -0.652766 -0.062046 -0.929312  0.053
C 0.666007 0.700936 -0.783380  -0.614
C -1.037278 -0.740603 0.407319  0.676
O -1.221227 -1.934458 0.500549  -0.625
N -1.154864 0.110802 1.444056  -0.627
C -1.500636 -0.313398 2.790167  -0.044
C -0.361228 0.039637 3.756122  -0.414
C -0.402227 1.453877 4.338407  -0.408
C -1.230746 1.540602 5.619717  -0.391
C -2.739625 1.464514 5.403663  -0.390
C -3.211726 0.225397 4.643919  -0.407
C -2.869709 0.274419 3.154191  -0.407
C 1.649619 -0.943466 -3.945671  -0.131
C 2.774110 -0.440449 -4.576505  -0.321
H 6.202284 0.787381 -5.969662  0.200
H 4.818543 -0.193157 -6.512565  0.177
H 4.546610 1.415160 -5.782854  0.174
H 5.069338 -1.183573 -2.223171  0.223
H 3.057215 -2.074391 -1.100890  0.210
H 0.079062 -2.886154 -2.619125  0.252
H 0.696687 -2.418089 -1.019578  0.220
H -3.113983 0.415225 -3.143731  0.235
H -3.431171 -0.574013 -1.713346  0.234
H -2.364920 1.283711 -0.608241  0.216
H -1.380903 1.647248 -2.035178  0.211
H 0.528723 1.599332 -0.185589  0.206
H 1.424335 0.081071 -0.312127  0.222
H 1.028641 0.994220 -1.766053  0.234
H -0.978648 1.093141 1.310354  0.390
H -1.579052 -1.404079 2.733170  0.237
H -0.360533 -0.675191 4.579756  0.207
H 0.574725 -0.105216 3.210809  0.217
H -0.781841 2.164443 3.602135  0.187
H 0.620151 1.754183 4.580069  0.213
H -1.007214 2.485721 6.121086  0.207
H -0.921575 0.735887 6.290837  0.194
H -3.072299 2.355197 4.864233  0.191
H -3.222904 1.480907 6.383526  0.208
H -2.793767 -0.674955 5.094906  0.200
H -4.297668 0.166066 4.744693  0.213
H -2.915625 1.313332 2.817146  0.189
H -3.621367 -0.278477 2.587155  0.220
H 0.691133 -0.886552 -4.440121  0.217
H 2.671422 0.005936 -5.553155  0.218

Cartesian forces (eV/Å) of the 3 atoms listed first:
C -0.01 0.09 -0.20
O -0.07 -0.15 0.29
C 0.00 -0.07 0.17

5.
Here is a molecular structure, C5H8CuO3 from OMol25. Energies are from ωB97M-V with the def2-TZVPD basis set.

* <S²>: 0.76
* spin multiplicity: 2
* Kohn-Sham gap (alpha / beta): 7.33 / 6.91 eV

Each line ends with the natural charge from an NBO analysis.
Element x y z (Å)
O -0.417396 -0.635131 -1.651229  -0.279
O 0.615744 -2.289722 -0.663877  -0.776
C 0.249990 -1.740000 -1.732186  0.890
O 0.505678 -2.175747 -2.882655  -0.760
Cu 1.612079 -3.861947 -1.900974  0.895
C -1.127007 0.676764 0.631662  -0.148
C -1.737227 -0.392181 1.179687  -0.387
C 0.129756 1.293986 1.179278  -0.441
C 1.148159 1.617172 0.085096  -0.597
H -1.709242 1.320140 -0.039974  0.195
H -2.704247 -0.741029 0.811985  0.197
H -1.230135 -1.015639 1.920736  0.190
H -0.129505 2.228140 1.703373  0.206
H 0.582698 0.619213 1.920201  0.201
H 2.034233 2.116485 0.498423  0.202
H 0.696642 2.293977 -0.658623  0.202
H 1.479780 0.685518 -0.400924  0.212

Cartesian forces (eV/Å) of the 3 atoms listed first:
O -0.18 0.09 -0.29
O 0.49 -0.78 0.08
C 0.18 -0.06 0.12

6.
Here is a single C4H6OS molecule from OMol25. Energies are from ωB97M-V with the def2-TZVPD basis set.

* spin multiplicity: 1
* Kohn-Sham gap (alpha / beta): 8.50 / 8.50 eV

Each line ends with the natural charge from an NBO analysis.
Element x y z (Å)
C -0.356030 -1.485881 -0.274306  -0.426
C 0.646098 -0.810906 0.651326  -0.500
C -0.142025 -0.039903 -0.396388  -0.027
C -0.853828 1.222180 -0.212791  -0.680
O 2.474163 0.934290 0.308454  -0.938
S 2.044299 -0.305321 -0.324760  1.160
H 0.016792 -2.062486 -1.041437  0.213
H -1.313248 -1.786453 0.067734  0.231
H 0.510851 -0.453576 1.719316  0.251
H 0.020165 1.994110 -0.248554  0.263
H -1.392687 1.395272 0.780595  0.224
H -1.654553 1.398672 -1.029190  0.228

Cartesian forces (eV/Å) of the 3 atoms listed first:
C 0.14 1.70 0.96
C -1.68 0.97 0.78
C 2.64 -1.48 0.75

7.
Here is a molecular structure, C15H10F6N4O5RuS5 from OMol25. Energies are from ωB97M-V with the def2-TZVPD basis set.

* <S²>: 8.76
* spin multiplicity: 6
* net charge: -1
* Kohn-Sham gap (alpha / beta): 6.84 / 6.00 eV

Each line ends with the natural charge from an NBO analysis.
Element x y z (Å)
Ru -0.423625 0.009057 -0.204405  1.380
O -1.605103 -4.030109 -1.352702  -0.683
C -1.228018 -2.991583 -0.798130  0.596
N -1.244379 -1.759649 -1.287799  -0.668
C -1.742839 -1.549993 -2.617027  -0.285
C -1.046969 -0.376487 -3.248804  0.263
C -1.426334 0.114351 -4.491755  -0.249
C -0.752230 1.197129 -5.021052  -0.133
C 0.303683 1.749522 -4.308379  -0.268
C 0.621980 1.205231 -3.082286  0.086
N -0.042251 0.168715 -2.561420  -0.508
C -0.673467 -3.051265 0.604512  0.156
C -0.836258 -4.198660 1.362536  -0.223
C -0.285796 -4.244858 2.632863  -0.155
C 0.405555 -3.139037 3.101833  -0.261
C 0.511537 -2.022545 2.287679  0.072
N -0.012950 -1.983754 1.063144  -0.507
H -2.820966 -1.350367 -2.593890  0.227
H -1.588714 -2.446466 -3.227590  0.227
H -2.255216 -0.342469 -5.015926  0.220
H -1.048114 1.614739 -5.974618  0.213
H 0.850820 2.603120 -4.682273  0.220
H 1.424639 1.607115 -2.477824  0.219
H -1.384312 -5.026019 0.935630  0.247
H -0.391531 -5.131089 3.245678  0.212
H 0.859546 -3.132194 4.083067  0.221
H 1.038279 -1.140342 2.625728  0.237
S -3.426261 2.933694 -2.151305  -0.184
C -2.422017 2.119037 -1.106208  -0.555
S -2.955943 0.694052 -0.296891  -0.094
S -0.831924 2.639503 -0.735882  -0.171
F 4.067209 3.113135 2.084841  -0.307
C 3.737250 2.388632 1.018413  0.737
F 4.759340 1.581103 0.726312  -0.313
F 3.527301 3.199916 -0.019961  -0.308
S 2.209443 1.391840 1.362527  2.240
O 1.908284 0.791485 0.072835  -0.963
O 2.552780 0.479870 2.414552  -0.940
N 1.282580 2.586888 1.792992  -1.187
S -0.077982 2.220906 2.516117  2.262
O -0.617544 0.940076 2.092804  -0.972
O -0.940419 3.341704 2.640126  -0.880
C 0.422355 1.866343 4.306507  0.726
F 0.456586 0.554898 4.556231  -0.317
F -0.473360 2.412942 5.135049  -0.315
F 1.615354 2.391882 4.594152  -0.315

Cartesian forces (eV/Å) of the 3 atoms listed first:
Ru -1.20 0.03 -0.64
O 0.00 -0.02 0.16
C -0.18 0.15 -0.32

8.
Here is a molecular structure, C29H23ClMnNO8 from OMol25. Energies are from ωB97M-V with the def2-TZVPD basis set.

* <S²>: 1.20
* spin multiplicity: 2
* net charge: -1
* Kohn-Sham gap (alpha / beta): 7.74 / 7.23 eV

Each line ends with the natural charge from an NBO analysis.
Element x y z (Å)
Mn 1.824473 -0.136899 -0.872535  1.238
O 0.832794 0.855846 0.685261  -0.719
C 1.156170 0.375849 2.009558  0.082
C 2.523607 -0.379873 1.901287  0.781
O 3.071242 -0.690042 2.951361  -0.680
O 2.910919 -0.642704 0.717071  -0.756
C 0.146123 -0.670488 2.465653  -0.047
C -0.046870 -0.895931 3.826283  -0.189
C -0.902215 -1.895345 4.258224  -0.212
C -1.575867 -2.688272 3.337628  -0.219
C -1.385193 -2.472670 1.982713  -0.220
C -0.526820 -1.470115 1.546537  -0.180
C 1.167654 1.592835 2.927692  -0.040
C 0.002954 2.358244 2.982788  -0.195
C -0.071167 3.495763 3.767367  -0.221
C 1.027810 3.888938 4.521728  -0.222
C 2.187988 3.134008 4.473676  -0.233
C 2.261262 1.990879 3.684377  -0.142
H -0.099075 0.689822 0.472357  0.514
H 0.493611 -0.293044 4.543855  0.227
H -1.037114 -2.062287 5.319727  0.206
H -2.240864 -3.473424 3.675079  0.207
H -1.892531 -3.089802 1.252828  0.218
H -0.390949 -1.339288 0.477868  0.224
H -0.863831 2.057027 2.405421  0.207
H -0.987147 4.073052 3.794162  0.206
H 0.976580 4.776513 5.139984  0.204
H 3.051487 3.430646 5.056294  0.206
H 3.160799 1.392923 3.664841  0.245
O 3.903494 -0.533040 -4.221023  -0.658
C 3.293526 -0.228919 -3.207194  0.757
O 2.814708 -1.015972 -2.315307  -0.739
C 3.094088 1.260809 -2.918652  0.142
C 3.565112 2.239036 -3.778749  -0.211
C 3.356802 3.566866 -3.450284  -0.168
C 2.691860 3.878517 -2.269598  -0.261
C 2.255075 2.843534 -1.463987  0.052
N 2.451128 1.568137 -1.790117  -0.453
H 4.071889 1.921246 -4.678161  0.247
H 3.707071 4.355429 -4.104605  0.208
H 2.510484 4.902976 -1.975086  0.214
H 1.729482 3.023138 -0.533951  0.211
C -4.953447 -1.545995 -1.980086  -0.631
C -3.718119 -2.400554 -2.023991  -0.070
C -3.672403 -3.627065 -1.368748  -0.234
C -2.522101 -4.392955 -1.401748  -0.042
Cl -2.494833 -5.921769 -0.555676  -0.028
C -1.393935 -3.973824 -2.086195  -0.235
C -1.435404 -2.762577 -2.756216  -0.236
C -2.584188 -1.981747 -2.718964  0.355
O -2.638035 -0.804830 -3.427343  -0.533
C -2.063401 0.331463 -2.768077  -0.155
C -0.530570 0.267752 -2.687647  0.747
O 0.128044 0.604335 -3.660441  -0.663
O -0.082648 -0.142146 -1.553051  -0.829
H -5.837007 -2.154607 -1.788235  0.209
H -5.084722 -1.010890 -2.918571  0.232
H -4.882469 -0.799330 -1.184894  0.219
H -4.539878 -3.986812 -0.830282  0.216
H -0.501902 -4.584395 -2.100198  0.234
H -0.576086 -2.411372 -3.312380  0.249
H -2.488884 0.416831 -1.762591  0.164
H -2.348563 1.186568 -3.377032  0.198

Cartesian forces (eV/Å) of the 3 atoms listed first:
Mn 0.02 0.05 -0.10
O -0.08 -0.03 0.05
C -0.05 -0.07 -0.02

In the order shown, the computed DFT total energy values come out to -10495.458; -11509.757; -72143.700; -31388.080; -56093.631; -17123.981; -104979.452; -92163.618 eV.
In the order shown, the computed largest force on an atom values come out to 4.1; 4.4; 1.0; 0.5; 1.9; 3.2; 1.4; 0.2 eV/A.